Here is 2 unconnected molecules or ions with the total composition C11H14N2 from the OMol25 dataset. Energies are from ωB97M-V/def2-TZVPD.

Last column: natural (NBO) charge in e.
Geometry (Å):
C  1.035  -2.613  2.469  -0.64
C  -0.006  -1.760  0.294  -0.12
C  0.845  -2.557  0.993  0.10
C  0.975  -3.177  -1.057  0.16
N  0.034  -2.206  -1.010  -0.52
N  1.454  -3.444  0.126  -0.46
H  -0.714  -0.980  0.531  0.22
H  -0.503  -1.808  -1.759  0.41
H  0.153  -3.006  2.973  0.22
H  1.227  -1.620  2.882  0.22
H  1.365  -3.654  -1.942  0.20
H  1.900  -3.202  2.766  0.23
C  -1.245  2.188  -2.611  -0.64
C  0.462  2.025  -0.757  -0.22
C  -0.854  2.226  -1.159  -0.01
C  0.821  2.200  0.573  -0.20
C  -1.833  2.422  -0.191  -0.22
C  -0.146  2.476  1.532  -0.22
C  -1.475  2.567  1.149  -0.21
H  1.277  1.801  -1.436  0.21
H  1.839  2.045  0.905  0.22
H  -1.718  3.138  -2.869  0.22
H  -1.892  1.358  -2.892  0.22
H  -2.850  2.619  -0.512  0.21
H  0.122  2.671  2.561  0.21
H  -2.274  2.444  1.875  0.21
H  -0.377  2.147  -3.276  0.22

Output
E = -14614.150 eV
2S+1 = 1
Energy above the lowest of the compared OMol25 structures with the same formula, charge and spin = 26.1 kJ/mol
SMILES = Cc1c[nH]cn1.Cc1ccccc1
Highest occupied orbital energy = -8.46 eV
Gap between HOMO and LUMO = 0.3363 hartree
Net charge = 0
Largest force on an atom = 1.5 eV/Å

Here is a molecular structure, C32H33AsBrNO5RhS5Sb from the OMol25 dataset. Energies are from ωB97M-V/def2-TZVPD.

Last column: natural (NBO) charge in e.
Geometry (Å):
Rh  -1.238  0.042  2.440  1.10
S  -6.017  -1.191  2.196  -0.53
As  -4.445  0.153  2.766  0.96
S  -3.183  0.887  1.161  -0.70
S  -2.995  -0.502  4.180  -0.67
S  -6.074  1.388  3.432  -0.50
Br  3.124  3.569  4.746  0.00
C  2.144  2.133  5.548  -0.07
C  2.814  1.402  6.513  -0.27
C  2.189  0.308  7.096  -0.23
C  0.910  -0.042  6.695  -0.20
C  0.261  0.704  5.724  -0.18
C  0.861  1.810  5.132  -0.09
C  0.079  2.593  4.084  0.77
O  -0.022  3.808  4.238  -0.68
O  -0.338  1.914  3.088  -0.82
H  3.822  1.680  6.792  0.21
H  2.718  -0.269  7.845  0.20
H  0.415  -0.914  7.101  0.21
H  -0.729  0.412  5.402  0.24
C  -0.588  -3.894  -3.012  -0.64
C  0.712  -3.233  -2.642  -0.03
C  1.904  -3.837  -3.042  -0.22
C  3.140  -3.284  -2.741  -0.23
C  3.197  -2.110  -2.008  -0.25
C  2.016  -1.509  -1.598  -0.16
C  0.765  -2.036  -1.920  -0.39
Sb  -0.806  -0.819  -1.056  1.30
C  -2.555  -1.418  -2.161  -0.39
C  -2.942  -0.830  -3.360  -0.23
C  -4.136  -1.165  -3.985  -0.24
C  -4.975  -2.095  -3.391  -0.21
C  -4.620  -2.660  -2.176  -0.21
C  -3.426  -2.332  -1.542  -0.01
C  -3.133  -2.908  -0.186  -0.65
C  -0.395  0.943  -2.227  -0.39
C  -0.729  2.105  -1.527  -0.22
C  -0.530  3.370  -2.062  -0.22
C  0.039  3.489  -3.318  -0.22
C  0.377  2.346  -4.029  -0.23
C  0.161  1.071  -3.510  -0.03
C  0.522  -0.118  -4.362  -0.64
H  -0.415  -4.712  -3.714  0.20
H  -1.289  -3.194  -3.465  0.24
H  -1.093  -4.308  -2.135  0.22
H  1.854  -4.762  -3.607  0.19
H  4.049  -3.776  -3.067  0.20
H  4.150  -1.668  -1.742  0.20
H  2.060  -0.609  -0.994  0.22
H  -2.308  -0.079  -3.819  0.21
H  -4.411  -0.690  -4.919  0.20
H  -5.916  -2.361  -3.857  0.20
H  -5.293  -3.357  -1.689  0.20
H  -3.724  -3.808  -0.008  0.21
H  -3.377  -2.186  0.599  0.26
H  -2.082  -3.164  -0.033  0.23
H  -1.167  2.023  -0.536  0.23
H  -0.812  4.245  -1.490  0.21
H  0.215  4.466  -3.752  0.20
H  0.807  2.440  -5.021  0.19
H  0.496  0.156  -5.419  0.20
H  -0.166  -0.948  -4.208  0.23
H  1.521  -0.496  -4.132  0.23
O  1.312  0.369  1.148  -1.01
S  2.116  1.470  1.772  1.28
C  3.730  1.478  0.912  -0.62
C  3.908  2.836  0.244  -0.41
C  2.514  3.223  -0.240  -0.42
C  1.605  3.016  0.965  -0.62
H  3.636  0.682  0.170  0.23
H  4.514  1.212  1.619  0.23
H  4.649  2.796  -0.558  0.20
H  4.253  3.569  0.979  0.20
H  2.195  2.568  -1.055  0.22
H  2.470  4.250  -0.609  0.21
H  0.548  2.866  0.760  0.27
H  1.688  3.813  1.705  0.24
O  0.203  -1.809  3.896  -0.48
N  -0.074  -2.549  2.970  0.33
O  -0.656  -1.962  2.004  -0.59

Output
E = -240050.637 eV
2S+1 = 5
Highest occupied orbital energy (spin up / spin down) = -2.07 / -2.52 eV
Gap between HOMO and LUMO (spin up / spin down) = 0.2162 / 0.2328 hartree
Net charge = -2
Largest force on an atom = 0.7 eV/Å

Here is a molecular structure, C12H36B2CaF9KO6 from the OMol25 dataset. Energies are from ωB97M-V/def2-TZVPD.

Last column: natural (NBO) charge in e.
Geometry (Å):
K  -1.865  2.688  -1.541  0.98
Ca  0.936  -0.138  -3.453  1.88
B  -1.686  -0.897  -4.180  1.31
F  -2.239  -0.252  -5.264  -0.55
F  -2.567  -1.861  -3.661  -0.55
F  -0.507  -1.506  -4.570  -0.58
F  -1.464  0.110  -3.221  -0.59
B  -0.131  0.077  0.176  1.33
F  1.136  0.215  0.747  -0.56
F  0.028  0.322  -1.212  -0.60
F  -0.556  -1.196  0.407  -0.55
F  -1.007  1.103  0.575  -0.57
F  0.910  2.205  -3.256  -0.92
C  -4.160  -0.657  0.784  -0.66
C  -4.387  0.214  -0.429  -0.07
O  -4.248  1.624  -0.189  -0.77
H  -3.214  -0.581  1.320  0.24
H  -3.995  -1.691  0.457  0.23
H  -5.045  -0.741  1.416  0.21
H  -5.287  0.104  -1.033  0.18
H  -3.566  -0.017  -1.115  0.18
H  -5.124  2.009  -0.114  0.47
C  -0.567  -4.062  -1.693  -0.64
C  0.824  -3.511  -1.928  -0.07
O  0.766  -2.088  -1.985  -0.81
H  -0.515  -5.112  -1.415  0.22
H  -1.194  -3.919  -2.578  0.23
H  -1.096  -3.412  -0.994  0.21
H  1.188  -3.927  -2.868  0.18
H  1.396  -3.885  -1.075  0.18
H  0.168  -1.889  -1.258  0.51
C  -1.510  -3.084  3.117  -0.63
C  -0.183  -2.330  3.168  -0.06
O  0.722  -2.788  2.173  -0.74
H  -2.177  -2.717  3.899  0.21
H  -1.420  -4.168  3.107  0.21
H  -2.038  -2.816  2.197  0.20
H  0.324  -2.486  4.125  0.17
H  -0.278  -1.242  3.166  0.17
H  0.705  -2.168  1.435  0.48
C  2.660  3.904  0.734  -0.63
C  2.054  3.045  -0.335  -0.04
O  2.104  3.699  -1.590  -0.77
H  2.183  4.876  0.858  0.20
H  3.714  4.024  0.476  0.21
H  2.616  3.409  1.706  0.21
H  0.977  2.960  -0.145  0.12
H  2.463  2.041  -0.251  0.15
H  1.878  3.049  -2.284  0.51
C  4.416  -1.397  -1.304  -0.63
C  4.000  -0.027  -1.795  -0.07
O  2.601  0.164  -1.725  -0.80
H  3.643  -1.662  -0.583  0.22
H  5.442  -1.418  -0.945  0.22
H  4.355  -2.077  -2.157  0.20
H  4.340  0.114  -2.822  0.17
H  4.515  0.705  -1.166  0.18
H  2.298  0.113  -0.807  0.52
C  -0.241  3.990  4.112  -0.64
C  -0.684  3.062  3.010  -0.07
O  -0.153  1.768  3.265  -0.74
H  0.791  4.262  3.865  0.21
H  -0.093  3.520  5.084  0.23
H  -0.748  4.953  4.076  0.21
H  -0.047  3.260  2.138  0.17
H  -1.749  2.948  2.795  0.16
H  -0.410  1.186  2.550  0.47

Output
E = -85903.885 eV
2S+1 = 1
Energy above the lowest of the compared OMol25 structures with the same formula, charge and spin = 0.0 kJ/mol
Highest occupied orbital energy = -9.10 eV
Gap between HOMO and LUMO = 0.3137 hartree
Net charge = 0
Largest force on an atom = 3.7 eV/Å